(1)
The following is a DFT calculation (ωB97M-V/def2-TZVPD) of an isolated molecule of C20H29N3O2.

```
54
Properties=species:S:1:pos:R:3
C 3.690 2.860 -1.739
N 2.289 2.556 -1.921
C 1.430 3.027 -0.861
C 1.582 2.370 0.529
N 0.913 1.093 0.634
C -0.257 0.942 1.288
O -0.824 1.848 1.858
C -0.777 -0.496 1.263
C 0.142 -1.453 2.032
C -0.807 -2.395 2.765
O -0.495 -3.423 3.326
N -2.048 -1.880 2.690
C -3.175 -2.489 3.359
C -3.865 -1.533 4.351
C -5.133 -1.068 3.640
C -5.581 -2.321 2.893
C -4.278 -2.933 2.372
C -2.127 -0.623 1.982
C 2.080 1.181 -2.331
C 2.575 0.964 -3.739
C 3.355 -0.135 -4.068
C 3.793 -0.322 -5.368
C 3.459 0.594 -6.351
C 2.684 1.696 -6.029
C 2.242 1.878 -4.732
H 4.212 2.669 -2.676
H 4.172 2.258 -0.952
H 3.799 3.914 -1.488
H 1.621 4.097 -0.748
H 0.392 2.905 -1.185
H 1.116 3.017 1.275
H 2.640 2.247 0.775
H 1.325 0.301 0.169
H -0.867 -0.817 0.221
H 0.823 -2.019 1.398
H 0.734 -0.926 2.784
H -2.746 -3.349 3.882
H -3.212 -0.712 4.641
H -4.133 -2.085 5.252
H -5.888 -0.704 4.335
H -4.903 -0.269 2.934
H -6.284 -2.102 2.089
H -6.063 -3.008 3.590
H -4.337 -4.018 2.307
H -4.052 -2.556 1.375
H -2.965 -0.618 1.282
H -2.250 0.220 2.673
H 2.584 0.460 -1.660
H 1.003 0.982 -2.305
H 3.624 -0.851 -3.304
H 4.399 -1.182 -5.612
H 3.804 0.450 -7.364
H 2.422 2.414 -6.793
H 1.644 2.737 -4.468
```

Results
**ΔE to the lowest compared entry with this formula, charge and spin**: 29.10 kcal/mol
**HOMO level**: -8.66 eV
**Energy**: -29777.1274 eV
**Structure (SMILES)**: CN(CCNC(=O)[C@H]1CC(=O)N(C2CCCC2)C1)Cc1ccccc1

=====

(2)
The following is a DFT calculation (ωB97M-V/def2-TZVPD) of a cluster of 6 separate species, C5H25N3O5 in total at a distorted geometry.

```
38
Properties=species:S:1:pos:R:3
C 0.879 -1.092 -3.116
C -0.310 -0.710 -2.283
C 0.103 0.714 -1.712
C -0.533 0.849 -0.351
N 0.368 1.836 0.584
C 0.612 1.448 1.845
N 1.038 2.316 2.699
N 1.833 -2.044 -2.394
H 1.629 -0.244 -3.318
H 0.701 -1.617 -4.126
H -1.151 -0.475 -2.984
H -0.733 -1.506 -1.684
H 1.186 0.768 -1.609
H -0.274 1.304 -2.463
H -1.448 1.328 -0.453
H -0.542 -0.096 0.305
H 0.311 2.861 0.295
H 0.591 0.342 2.079
H 1.328 2.090 3.629
H 0.564 3.314 2.745
H 2.048 -1.524 -1.560
H 2.621 -2.476 -2.925
H 1.336 -2.810 -2.034
H -1.795 4.473 -0.316
H -1.556 3.890 1.048
O -1.068 4.014 0.180
H 1.320 -2.811 1.321
H 2.476 -3.421 0.771
O 1.995 -2.596 0.679
H -0.898 -3.938 -0.101
H -1.921 -2.818 0.329
O -0.957 -3.037 0.208
H -3.215 2.046 2.619
H -1.739 1.934 2.745
O -2.479 2.560 2.527
H -0.719 -2.033 1.641
H -0.662 -1.438 3.031
O -0.941 -1.402 2.148
```

Results
**ΔE to the lowest compared entry with this formula, charge and spin**: 88.97 kcal/mol
**HOMO level**: -16.94 eV
**Total charge**: +2
**Energy**: -20281.6910 eV

=====

(3)
The following is a DFT calculation (ωB97M-V/def2-TZVPD) of an isolated molecule of C3H3ClF2OS at a distorted geometry.

```
11
Properties=species:S:1:pos:R:3
F 0.550 0.642 2.321
C -0.132 0.071 1.283
F 0.386 -1.184 1.141
Cl -1.874 -0.075 1.746
C 0.110 0.923 -0.009
O -0.425 0.315 -1.141
C 0.070 -0.848 -1.584
S -0.684 -2.014 -2.319
H -0.338 1.899 0.091
H 1.179 1.018 -0.091
H 1.159 -0.747 -1.438
```

Results
**ΔE to the lowest compared entry with this formula, charge and spin**: 3.90 kcal/mol
**HOMO level**: -9.32 eV
**Energy**: -33998.7719 eV
**Structure (SMILES)**: FC(F)(Cl)COC=S

=====

(4)
The following is a DFT calculation (ωB97M-V/def2-TZVPD) of an isolated molecule of C3H11N3 at a distorted geometry.

```
17
Properties=species:S:1:pos:R:3
N -0.871 -2.391 -1.008
C -0.774 -0.955 -0.689
C 0.088 -0.807 0.538
N -0.045 0.447 1.225
C 0.926 1.495 0.897
N 0.502 2.342 -0.185
H -0.049 -2.895 -0.730
H -1.258 -2.666 -1.890
H -1.768 -0.576 -0.479
H -0.308 -0.466 -1.547
H -0.187 -1.649 1.185
H 1.136 -0.997 0.297
H -0.955 0.870 1.134
H 1.855 0.984 0.646
H 1.133 2.085 1.739
H 0.267 1.864 -1.034
H 0.306 3.317 -0.100
```

Results
**ΔE to the lowest compared entry with this formula, charge and spin**: 27.64 kcal/mol
**HOMO level**: -8.28 eV
**Energy**: -7758.8854 eV
**Structure (SMILES)**: NCCNCN

=====

It is found that the orbital gap values, taken in the order of the records, are 9.15 11.25 9.47 9.46 eV.